[1]
{"formula": "C5H13N2", "method": "ωB97M-V/def2-TZVPD", "charge": 1, "gap_ha": 0.33648, "largest_force_ha_per_bohr": 0.02043, "spin_multiplicity": 1, "relative_energy_kj_mol": 169.1, "elements": ["C", "N", "C", "N", "H", "H", "H", "H", "H", "H", "H", "C", "C", "C", "H", "H", "H", "H", "H", "H"], "positions_angstrom": [[-2.772, -0.784, 0.821], [-1.289, 2.312, -0.532], [-2.111, 1.327, -0.232], [-1.806, 0.291, 0.483], [-2.377, -1.711, 0.416], [-3.735, -0.555, 0.385], [-2.860, -0.857, 1.899], [-0.310, 2.228, -0.303], [-1.598, 3.068, -1.121], [-3.124, 1.351, -0.609], [-0.902, 0.157, 0.917], [1.419, -0.668, -0.283], [2.864, -0.362, 0.018], [3.854, -1.155, -0.342], [0.914, 0.244, -0.620], [1.354, -1.412, -1.074], [0.898, -1.015, 0.614], [3.058, 0.553, 0.564], [4.885, -0.957, -0.094], [3.636, -2.055, -0.906]]}

***

[2]
{"formula": "C5H13N2", "method": "ωB97M-V/def2-TZVPD", "charge": 1, "smiles": "NC[C@@H]1CCC[NH2+]1", "gap_ha": 0.41823, "largest_force_ha_per_bohr": 0.09253, "spin_multiplicity": 1, "relative_energy_kj_mol": 228.2, "elements": ["N", "C", "C", "C", "C", "C", "N", "H", "H", "H", "H", "H", "H", "H", "H", "H", "H", "H", "H", "H"], "positions_angstrom": [[0.019, -1.666, 1.804], [0.701, -1.728, 0.420], [-0.082, -0.657, -0.425], [0.951, 0.387, -0.879], [0.210, 1.757, -1.110], [-1.061, 1.619, -0.289], [-1.099, 0.156, 0.343], [0.134, -2.627, 2.145], [0.656, -1.267, 2.511], [0.248, -2.701, 0.132], [1.775, -1.608, 0.457], [-0.647, -0.930, -1.294], [1.453, 0.157, -1.837], [1.865, 0.475, -0.275], [-0.146, 1.826, -2.127], [0.998, 2.520, -0.949], [-1.011, 2.229, 0.595], [-2.040, 1.885, -0.683], [-0.884, 0.337, 1.316], [-2.040, -0.164, 0.143]]}

***

[3]
{"formula": "C5H13N2", "method": "ωB97M-V/def2-TZVPD", "charge": 1, "gap_ha": 0.19624, "largest_force_ha_per_bohr": 0.13224, "spin_multiplicity": 1, "relative_energy_kj_mol": 886.0, "elements": ["C", "C", "C", "C", "C", "N", "N", "H", "H", "H", "H", "H", "H", "H", "H", "H", "H", "H", "H", "H"], "positions_angstrom": [[1.648, 0.406, -1.440], [0.691, 1.192, -0.484], [-0.492, 0.499, 0.288], [-1.225, -0.696, -0.305], [-1.831, -1.661, 0.626], [-0.811, -2.411, 1.381], [1.712, 2.504, -0.102], [1.042, -0.362, -1.941], [2.532, 0.118, -0.875], [2.054, 1.145, -2.133], [0.026, 1.775, -1.140], [-1.188, 1.304, 0.529], [-0.030, 0.223, 1.262], [-1.666, -0.617, -1.294], [-2.341, -2.394, -0.027], [-0.693, -2.094, 2.335], [0.111, -2.429, 0.947], [1.512, 1.458, 0.412], [-2.405, -1.152, 1.395], [1.353, 3.193, 0.567]]}